No. 1
Below is the molecule C20H26BrNO2, with properties calculated with ωB97M-V/def2-TZVPD.

As for the orbital gap: 9.27 eV. The calculation puts the largest force on an atom at 0.6 eV Å⁻¹. The structure (SMILES) is COc1ccccc1CNC(=O)C[C@@]12C[C@@H]3C[C@@H](C[C@@](Br)(C3)C1)C2.

Structure (XYZ):
```
50
C20H26BrNO2 | the Open Molecules 2025 dataset | ωB97M-V/def2-TZVPD
C 3.259 1.688 -1.292
H 3.581 2.346 -0.477
O 3.070 0.368 -0.849
C 4.144 -0.343 -0.410
C 5.425 0.175 -0.260
C 6.452 -0.630 0.206
C 6.215 -1.952 0.527
C 4.939 -2.471 0.381
C 3.898 -1.689 -0.088
C 2.514 -2.252 -0.257
N 1.535 -1.511 0.511
C 0.468 -0.915 -0.068
O 0.164 -1.112 -1.226
C -0.294 -0.009 0.892
H -0.299 -0.476 1.881
H 0.276 0.922 0.967
C -1.738 0.319 0.482
C -2.407 1.132 1.599
C -3.851 1.457 1.220
C -3.876 2.269 -0.074
C -3.218 1.457 -1.189
C -1.773 1.139 -0.811
H -1.216 2.070 -0.670
H -1.291 0.573 -1.608
C -3.992 0.153 -1.398
C -3.960 -0.629 -0.097
C -4.631 0.155 1.017
H -4.635 -0.429 1.941
H -5.669 0.375 0.754
C -2.532 -0.979 0.276
H -2.517 -1.575 1.193
H -2.070 -1.565 -0.520
Br -4.974 -2.330 -0.356
H -5.024 0.367 -1.686
H -3.529 -0.431 -2.196
H -3.233 2.033 -2.121
H -3.340 3.210 0.067
H -4.907 2.510 -0.343
H -4.319 2.032 2.026
H -2.391 0.565 2.533
H -1.853 2.059 1.763
H 1.794 -1.260 1.452
H 2.191 -2.174 -1.300
H 2.501 -3.305 0.044
H 4.747 -3.505 0.626
H 7.016 -2.578 0.890
H 7.442 -0.213 0.315
H 5.634 1.204 -0.505
H 2.286 2.014 -1.656
H 3.985 1.740 -2.109
```

No. 2
Below is the molecule C20H26N2O2, with properties calculated with ωB97M-V/def2-TZVPD.

As for the orbital gap: 8.82 eV. The value obtained for the energy above the lowest of the compared OMol25 structures with the same formula, charge and spin is 295.3 kJ/mol. The calculation puts the largest force on an atom at 1.1 eV Å⁻¹. The structure (SMILES) is OCC[C@H]1CN(C/C=C/c2ccco2)CCN1Cc1ccccc1.

Structure (XYZ):
```
50
C20H26N2O2 | the Open Molecules 2025 dataset | ωB97M-V/def2-TZVPD
O 4.236 2.394 -0.244
H 3.796 1.753 0.335
C 3.613 2.301 -1.496
C 2.102 2.604 -1.457
C 1.439 2.119 -0.163
N 1.852 0.776 0.241
C 1.261 0.490 1.539
H 1.524 -0.530 1.826
H 1.702 1.182 2.262
C -0.264 0.662 1.564
N -0.610 1.998 1.115
C -2.026 2.308 1.272
C -2.943 1.460 0.442
C -3.665 0.451 0.932
C -4.511 -0.406 0.143
C -5.317 -1.450 0.529
C -5.925 -1.940 -0.647
C -5.450 -1.166 -1.662
O -4.597 -0.240 -1.198
H -5.636 -1.176 -2.718
H -6.617 -2.753 -0.727
H -5.454 -1.814 1.526
H -3.657 0.229 1.991
H -2.966 1.664 -0.619
H -2.152 3.362 1.005
H -2.264 2.187 2.333
C -0.089 2.254 -0.215
H -0.357 3.274 -0.500
H -0.496 1.565 -0.975
H -0.620 0.539 2.589
H -0.742 -0.119 0.947
C 1.606 -0.293 -0.723
C 2.368 -1.531 -0.326
C 1.723 -2.752 -0.190
C 2.430 -3.887 0.171
C 3.791 -3.810 0.407
C 4.442 -2.594 0.278
C 3.736 -1.463 -0.088
H 4.245 -0.517 -0.187
H 5.504 -2.527 0.461
H 4.343 -4.693 0.691
H 1.915 -4.831 0.271
H 0.659 -2.819 -0.370
H 1.962 0.039 -1.700
H 0.539 -0.544 -0.826
H 1.780 2.777 0.648
H 1.626 2.159 -2.333
H 1.947 3.683 -1.511
H 4.118 3.025 -2.140
H 3.780 1.301 -1.921
```

No. 3
Below is the molecule C20H26N2O5S, with properties calculated with ωB97M-V/def2-TZVPD.

As for the orbital gap: 9.04 eV. The value obtained for the energy above the lowest of the compared OMol25 structures with the same formula, charge and spin is 0.0 kJ/mol. The calculation puts the largest force on an atom at 1.0 eV Å⁻¹. The structure (SMILES) is CCOC(=O)C1CCN(S(=O)(=O)c2cc3c4c(c2)[C@@H](C)C(=O)N4CCC3)CC1.

Structure (XYZ):
```
54
C20H26N2O5S | the Open Molecules 2025 dataset | ωB97M-V/def2-TZVPD
C -0.071 -2.646 -5.040
C -0.328 -1.330 -4.320
H -0.413 -0.504 -5.028
H 0.473 -1.128 -3.602
O -1.577 -1.355 -3.626
C -1.590 -1.890 -2.402
O -0.613 -2.326 -1.851
C -3.000 -1.871 -1.832
C -3.521 -0.430 -1.739
C -2.751 0.333 -0.664
N -2.899 -0.348 0.598
S -2.527 0.562 1.946
O -3.181 1.828 1.789
O -2.833 -0.239 3.094
C -0.757 0.801 1.849
C 0.068 -0.159 2.410
C 1.448 -0.053 2.288
C 1.915 1.046 1.583
C 1.092 2.027 1.027
C -0.274 1.903 1.156
H -0.971 2.628 0.768
C 1.981 3.068 0.411
C 1.814 4.458 1.027
H 0.837 4.866 0.781
H 2.587 5.120 0.644
H 1.906 4.402 2.109
H 1.837 3.139 -0.672
C 3.389 2.518 0.684
O 4.445 3.016 0.377
N 3.242 1.340 1.364
C 4.274 0.456 1.853
C 3.776 -0.240 3.120
H 4.543 -0.931 3.472
H 3.609 0.510 3.896
C 2.465 -0.994 2.863
H 2.092 -1.431 3.790
H 2.642 -1.812 2.159
H 5.170 1.051 2.045
H 4.512 -0.287 1.082
H -0.385 -0.968 2.961
C -2.358 -1.688 0.598
C -3.068 -2.537 -0.455
H -4.115 -2.653 -0.174
H -2.598 -3.520 -0.492
H -2.527 -2.094 1.596
H -1.279 -1.678 0.389
H -3.158 1.336 -0.531
H -1.688 0.410 -0.949
H -4.576 -0.454 -1.464
H -3.416 0.071 -2.701
H -3.624 -2.425 -2.543
H -0.890 -2.869 -5.720
H 0.019 -3.453 -4.318
H 0.853 -2.576 -5.607
```

No. 4
Below is the molecule C20H26N2O6S4, with properties calculated with ωB97M-V/def2-TZVPD.

As for the orbital gap: 6.86 eV. The value obtained for the energy above the lowest of the compared OMol25 structures with the same formula, charge and spin is 0.0 kJ/mol. The calculation puts the largest force on an atom at 1.5 eV Å⁻¹.

Structure (XYZ):
```
58
C20H26N2O6S4 | the Open Molecules 2025 dataset | ωB97M-V/def2-TZVPD
C -1.475 -3.822 -1.147
C -0.965 -3.001 -2.325
C -0.032 -1.887 -1.876
H -0.469 -1.314 -1.054
H 0.184 -1.194 -2.698
O 1.204 -2.476 -1.452
C 2.100 -1.691 -0.884
O 1.940 -0.509 -0.681
C 3.356 -2.471 -0.549
H 3.760 -2.837 -1.495
H 3.056 -3.342 0.037
C 4.412 -1.650 0.189
C 4.111 -1.476 1.679
N 2.975 -0.606 1.902
C 3.088 0.749 1.920
S 4.486 1.576 1.817
S 1.503 1.518 2.093
C 0.738 -0.022 2.058
C -0.596 -0.253 2.055
S -1.317 -1.809 1.918
C -2.925 -1.069 1.866
S -4.302 -1.920 1.692
N -2.850 0.281 2.001
C -1.588 0.819 2.093
O -1.330 1.999 2.198
C -4.014 1.135 1.884
C -4.379 1.409 0.423
C -3.394 2.342 -0.280
C -2.078 1.679 -0.640
O -1.860 0.492 -0.569
O -1.208 2.580 -1.055
C 0.115 2.154 -1.406
C 1.106 3.236 -1.001
C 0.966 4.488 -1.857
H 1.663 5.253 -1.524
H -0.044 4.881 -1.781
H 1.174 4.264 -2.901
H 2.111 2.822 -1.095
H 0.935 3.487 0.047
H 0.138 1.990 -2.489
H 0.338 1.209 -0.904
H -3.168 3.213 0.337
H -3.830 2.704 -1.215
H -5.370 1.864 0.408
H -4.429 0.460 -0.114
H -4.845 0.633 2.384
H -3.773 2.067 2.401
C 1.701 -1.114 1.955
O 1.405 -2.290 1.931
H 4.973 -1.033 2.183
H 3.864 -2.439 2.133
H 5.377 -2.150 0.103
H 4.495 -0.664 -0.273
H -1.804 -2.548 -2.855
H -0.425 -3.645 -3.021
H -2.050 -4.674 -1.499
H -2.115 -3.215 -0.512
H -0.641 -4.185 -0.552
```

No. 5
Below is a structure of composition C20H26N3OPtSSi, with properties calculated with ωB97M-V/def2-TZVPD.

The charge is +1. As for the orbital gap (spin up / spin down): 6.81 / 6.81 eV. The value obtained for the energy above the lowest of the compared OMol25 structures with the same formula, charge and spin is 0.0 kJ/mol. The calculation puts the largest force on an atom at 1.1 eV Å⁻¹.

Structure (XYZ):
```
53
C20H26N3OPtSSi | the Open Molecules 2025 dataset | ωB97M-V/def2-TZVPD
Pt 0.347 -0.289 0.202
C 3.729 -3.778 0.937
N 3.052 -3.475 -0.317
C 2.862 -4.368 -1.346
C 2.176 -3.727 -2.303
N 1.947 -2.422 -1.863
C 2.486 -2.286 -0.609
S 2.562 -1.000 0.520
C 1.219 -1.506 -2.683
C 1.213 -1.718 -4.061
C 0.435 -0.891 -4.848
C -0.287 0.134 -4.254
C -0.179 0.298 -2.890
N 0.556 -0.511 -2.116
H 4.095 -4.799 0.878
H 3.029 -3.673 1.764
H 4.559 -3.092 1.085
H 3.220 -5.380 -1.297
H 1.795 -4.091 -3.237
H 1.819 -2.485 -4.516
H 0.408 -1.039 -5.918
H -0.899 0.808 -4.836
H -0.664 1.117 -2.374
C -2.570 -1.783 -0.356
Si -1.039 -1.961 0.716
C -0.259 -3.653 0.503
C -1.349 -1.482 2.490
C -2.091 -0.324 2.761
C -2.342 0.079 4.063
C -1.859 -0.676 5.122
C -1.124 -1.828 4.877
C -0.868 -2.221 3.575
H -3.280 -2.573 -0.097
H -2.337 -1.882 -1.418
H -3.073 -0.828 -0.206
H -0.945 -4.457 0.774
H 0.639 -3.755 1.114
H 0.020 -3.802 -0.543
H -2.483 0.270 1.942
H -2.921 0.973 4.251
H -2.061 -0.369 6.140
H -0.752 -2.419 5.703
H -0.288 -3.120 3.402
C 0.516 2.653 2.434
C 0.403 2.988 0.977
C 1.073 4.242 0.494
O -0.198 2.263 0.199
H 0.070 3.451 3.030
H 1.569 2.602 2.721
H 0.027 1.705 2.649
H 0.862 5.083 1.154
H 0.761 4.463 -0.523
H 2.154 4.086 0.516
```

No. 6
Below is the molecule C20H26N4O2S, with properties calculated with ωB97M-V/def2-TZVPD.

As for the orbital gap: 9.54 eV. The value obtained for the energy above the lowest of the compared OMol25 structures with the same formula, charge and spin is 77.6 kJ/mol. The calculation puts the largest force on an atom at 1.0 eV Å⁻¹. The structure (SMILES) is CN(CCc1ccccn1)C(=O)CC[C@@H]1CCCN(C(=O)c2cscn2)C1.

Structure (XYZ):
```
53
C20H26N4O2S | the Open Molecules 2025 dataset | ωB97M-V/def2-TZVPD
C -1.085 2.642 -3.292
N -0.268 1.648 -2.626
C 0.084 1.868 -1.333
O -0.263 2.877 -0.745
C 0.944 0.821 -0.637
C 0.594 0.731 0.850
C -0.602 -0.181 1.132
C -1.887 0.298 0.455
C -3.064 -0.593 0.848
C -3.196 -0.661 2.368
N -1.949 -1.127 2.940
C -1.911 -2.341 3.522
O -2.921 -3.005 3.712
C -0.603 -2.884 3.985
C -0.551 -3.810 4.991
S 1.056 -4.331 5.263
C 1.551 -3.271 3.979
N 0.608 -2.604 3.429
H 2.580 -3.198 3.689
H -1.372 -4.192 5.562
C -0.840 -0.255 2.647
H 0.058 -0.610 3.148
H -1.085 0.747 3.020
H -3.983 -1.357 2.664
H -3.420 0.332 2.772
H -3.990 -0.207 0.419
H -2.905 -1.603 0.464
H -1.772 0.286 -0.630
H -2.085 1.329 0.753
H -0.368 -1.194 0.782
H 1.455 0.347 1.400
H 0.378 1.739 1.209
H 0.857 -0.160 -1.098
H 1.980 1.154 -0.733
C 0.168 0.542 -3.449
H -0.462 0.535 -4.341
H 0.020 -0.409 -2.928
C 1.638 0.654 -3.898
C 1.873 1.955 -4.609
N 1.590 1.977 -5.905
C 1.744 3.108 -6.570
C 2.183 4.285 -5.983
C 2.477 4.266 -4.628
C 2.323 3.082 -3.927
H 2.538 3.034 -2.871
H 2.820 5.159 -4.126
H 2.291 5.186 -6.566
H 1.499 3.064 -7.623
H 2.300 0.577 -3.037
H 1.842 -0.168 -4.585
H -1.258 3.457 -2.592
H -2.043 2.206 -3.584
H -0.581 3.026 -4.179
```

No. 7
Below is a structure of composition C20H26N4O5S, with properties calculated with ωB97M-V/def2-TZVPD.

As for the orbital gap: 8.40 eV. The value obtained for the energy above the lowest of the compared OMol25 structures with the same formula, charge and spin is 2230.6 kJ/mol. The calculation puts the largest force on an atom at 19.2 eV Å⁻¹.

Structure (XYZ):
```
56
C20H26N4O5S | the Open Molecules 2025 dataset | ωB97M-V/def2-TZVPD
C 5.561 2.498 -0.691
H 4.781 3.114 -0.635
O 5.706 1.516 0.112
C 4.630 0.444 0.144
C 4.817 -0.699 0.968
C 3.850 -1.647 1.358
C 2.678 -1.763 0.681
C 2.509 -0.622 -0.556
C 3.355 0.440 -0.714
O 3.214 1.364 -1.547
C 2.057 1.444 -2.432
H 1.038 1.322 -2.055
H 2.190 1.929 -3.222
H 2.259 0.420 -3.006
H 1.594 -0.680 -1.115
C 1.680 -2.724 0.866
O 1.495 -3.285 1.887
N 1.128 -3.224 -0.328
H 1.511 -2.590 -1.331
C -0.208 -3.640 -0.241
C -1.177 -2.580 -0.724
N -0.911 -1.281 -0.821
N -1.933 -0.538 -1.035
C -2.966 -1.411 -0.632
O -2.474 -2.535 -0.761
S -4.492 -1.042 -0.788
C -4.305 0.542 -0.595
C -3.515 1.115 0.687
O -3.572 0.040 1.668
N -2.966 2.126 0.968
C -2.928 3.330 -0.139
H -3.004 4.148 0.322
C -1.631 3.204 -0.913
H -1.693 2.129 -1.564
H -1.699 3.959 -1.601
C -0.344 3.374 -0.052
C -0.146 1.857 0.485
C -0.815 1.806 2.312
C -2.249 2.418 2.128
H -2.888 2.031 3.030
H -2.110 3.373 2.453
H -0.986 0.813 2.590
H -0.294 2.282 2.797
H 0.848 1.528 0.811
H -0.673 1.098 -0.026
H 0.615 3.272 -0.774
H -0.322 3.896 0.657
H -3.687 3.030 -0.695
H -3.740 1.164 -1.570
H -5.436 1.246 -0.501
H -0.290 -4.450 -1.130
H -0.324 -4.034 0.600
H 4.271 -2.254 1.956
H 5.756 -0.528 1.813
H 5.656 2.080 -1.694
H 6.450 3.175 -0.356
```

No. 8
Below is a structure of composition C20H26N4OS3Tc, with properties calculated with ωB97M-V/def2-TZVPD.

The charge is +2. As for the orbital gap (spin up / spin down): 5.88 / 5.76 eV. The value obtained for the energy above the lowest of the compared OMol25 structures with the same formula, charge and spin is 19.1 kJ/mol. The calculation puts the largest force on an atom at 1.9 eV Å⁻¹. Its expectation value of S² is 3.797. The multiplicity is 4.

Structure (XYZ):
```
55
C20H26N4OS3Tc | the Open Molecules 2025 dataset | ωB97M-V/def2-TZVPD
Tc -0.350 -0.263 0.383
S 1.891 0.422 0.473
C 2.275 0.906 -1.167
C 3.596 1.185 -1.509
C 3.906 1.598 -2.792
C 2.905 1.720 -3.752
C 1.590 1.445 -3.425
C 1.264 1.049 -2.129
S -0.408 0.805 -1.692
H 4.369 1.075 -0.765
H 4.929 1.824 -3.048
H 3.160 2.025 -4.755
H 0.810 1.530 -4.167
C -2.515 -1.478 5.739
C -2.136 -1.765 4.329
C -0.797 -1.872 3.941
C -0.452 -2.188 2.637
C -1.460 -2.416 1.693
C -2.797 -2.266 2.052
C -3.124 -1.927 3.353
S -1.045 -3.107 0.056
C -0.203 -4.613 0.613
O 0.075 -2.145 -0.342
H -1.767 -1.856 6.432
H -3.472 -1.936 5.979
H -2.610 -0.403 5.896
H -0.019 -1.734 4.674
H 0.590 -2.336 2.381
H -3.575 -2.454 1.325
H -4.162 -1.827 3.631
H 0.522 -4.397 1.392
H 0.290 -5.063 -0.243
H -0.971 -5.286 0.987
C -0.607 2.832 1.051
N -1.180 1.459 1.310
C -1.197 1.314 2.808
N -1.953 2.350 3.446
C -1.364 3.649 3.144
N -1.375 3.844 1.705
C -2.749 3.846 1.227
N -3.348 2.550 1.522
C -2.615 1.514 0.860
C -3.328 2.327 2.960
H -0.603 3.013 -0.027
H 0.422 2.847 1.427
H -0.161 1.342 3.164
H -1.652 0.354 3.062
H -0.337 3.677 3.516
H -1.944 4.437 3.625
H -2.768 4.025 0.150
H -3.312 4.628 1.735
H -2.635 1.696 -0.220
H -3.089 0.550 1.086
H -3.772 1.354 3.180
H -3.909 3.103 3.457
```